1.
The following is a quantum chemistry calculation of C34H78N10O32 as an isolated structure in a non-equilibrium geometry, from the OMol25 dataset.

Lowest unoccupied orbital energy (Eh): -0.044
Frontier orbital gap (eV): 6.9
E_HOMO (eV): -8.09
Largest force on an atom (eV/Å): 10.4

Each line ends with the Mulliken charge.
Positions of all 154 atoms, in Å:
C (2.09, 1.30, -1.46)  -0.2269
N (2.83, 0.96, -2.72)  1.0272
O (3.22, -0.21, -2.92)  -0.5429
O (2.94, 1.75, -3.60)  -0.5610
H (2.22, 2.37, -1.28)  0.6324
H (2.45, 0.86, -0.54)  -0.4115
H (1.10, 0.91, -1.70)  -0.5890
C (-2.37, -4.31, 1.17)  -1.4127
N (-2.60, -2.81, 1.01)  0.6288
O (-3.56, -2.46, 0.32)  -0.7336
O (-1.77, -2.03, 1.45)  1.7080
H (-2.91, -4.51, 2.09)  0.4726
H (-1.33, -4.62, 1.33)  0.5208
H (-2.84, -4.82, 0.32)  0.3598
C (-2.36, -1.16, 3.76)  -0.8755
N (-3.55, -2.10, 3.56)  1.1938
O (-3.36, -3.26, 3.18)  -0.6437
O (-4.65, -1.69, 3.90)  -0.7064
H (-1.54, -1.83, 4.00)  0.5423
H (-2.57, -0.40, 4.52)  0.9327
H (-2.30, -0.65, 2.80)  -1.2394
C (0.97, -3.46, 2.40)  -0.6344
N (2.03, -3.26, 1.35)  0.8191
O (1.55, -3.38, 0.18)  -0.4996
O (3.15, -2.97, 1.74)  -0.6447
H (0.33, -4.25, 2.00)  0.1103
H (0.37, -2.54, 2.41)  0.8383
H (1.40, -3.74, 3.35)  0.3271
C (-0.83, 3.00, 4.40)  -1.1937
N (-1.35, 2.25, 3.22)  -0.1898
O (-2.19, 1.37, 3.36)  0.4692
O (-0.85, 2.56, 2.14)  -0.4699
H (-0.08, 3.73, 4.11)  0.4059
H (-0.49, 2.23, 5.09)  0.8511
H (-1.71, 3.57, 4.71)  0.2565
C (-3.53, 0.08, -0.11)  -0.6299
N (-3.39, 0.66, -1.49)  1.3788
O (-3.30, 1.91, -1.60)  -0.4967
O (-3.53, -0.05, -2.46)  -0.6915
H (-3.58, -1.00, -0.03)  0.0835
H (-4.40, 0.49, 0.40)  0.7899
H (-2.62, 0.36, 0.42)  -0.4906
C (1.02, -1.55, -3.66)  -0.7974
N (-0.46, -1.82, -3.90)  1.5524
O (-0.72, -2.97, -4.17)  -0.7582
O (-1.25, -0.89, -3.79)  -0.5903
H (1.53, -2.47, -3.96)  1.1308
H (1.21, -1.34, -2.61)  0.2620
H (1.36, -0.66, -4.18)  -0.6496
C (-4.40, 1.19, 3.53)  -0.8111
N (-4.23, 0.86, 2.12)  0.6846
O (-4.95, 1.35, 1.29)  -0.6029
O (-3.32, 0.09, 1.85)  -0.6266
H (-3.93, 2.16, 3.73)  0.1326
H (-3.96, 0.36, 4.09)  0.2839
H (-5.47, 1.26, 3.71)  0.5019
C (-1.79, 3.44, -0.01)  -0.1758
N (-3.01, 4.21, 0.33)  1.2156
O (-4.10, 3.86, -0.03)  -0.6062
O (-2.87, 5.27, 0.92)  -0.7871
H (-1.07, 3.38, 0.80)  0.0193
H (-1.38, 3.89, -0.91)  0.4487
H (-1.90, 2.37, -0.24)  -0.4286
C (-1.64, 4.40, -4.39)  -1.2177
N (-1.32, 3.48, -3.27)  1.3120
O (-0.30, 3.69, -2.67)  -0.6465
O (-2.15, 2.61, -3.00)  -0.5321
H (-0.82, 4.51, -5.09)  0.3360
H (-1.78, 5.37, -3.90)  0.3634
H (-2.62, 4.20, -4.83)  0.3404
O (1.44, -0.84, -1.04)  1.3911
C (2.49, -1.28, -0.57)  0.2118
O (3.30, -2.20, -1.18)  -0.2762
C (2.94, -2.71, -2.43)  0.1761
C (4.15, -2.83, -3.38)  -2.1741
C (3.06, -0.69, 0.68)  -1.9069
H (2.09, -2.16, -2.83)  -1.8506
H (2.65, -3.73, -2.17)  0.9036
H (4.99, -3.27, -2.84)  0.4462
H (4.38, -1.93, -3.94)  0.2683
H (3.87, -3.48, -4.21)  0.3987
H (3.60, -1.36, 1.34)  1.3601
H (2.28, -0.20, 1.28)  0.2418
H (3.76, 0.06, 0.31)  0.7928
O (0.05, -1.42, 3.53)  -0.9406
C (0.40, -0.66, 4.40)  -0.1808
O (1.30, -0.79, 5.33)  -0.4315
C (2.04, -2.01, 5.31)  -0.5804
C (3.09, -2.07, 4.19)  -1.6722
C (-0.17, 0.73, 4.52)  -2.2482
H (1.36, -2.86, 5.32)  0.3639
H (2.66, -2.13, 6.20)  0.5462
H (2.70, -1.81, 3.21)  0.6141
H (3.52, -3.07, 4.09)  0.3838
H (3.88, -1.35, 4.42)  0.5741
H (0.53, 1.54, 4.73)  1.3527
H (-1.00, 0.84, 5.22)  0.6971
H (-0.75, 1.06, 3.66)  -0.4125
O (0.11, 2.03, -0.21)  0.2448
C (-0.37, 1.07, -0.81)  -2.8498
O (-0.47, -0.18, -0.35)  2.0801
C (0.15, -0.61, 0.87)  0.2589
C (-0.74, -0.01, 1.99)  0.3704
C (-0.75, 1.18, -2.32)  2.1499
H (1.19, -0.38, 1.10)  -0.8125
H (0.11, -1.69, 0.92)  -1.0542
H (-0.66, 1.07, 2.10)  0.7367
H (-0.53, -0.45, 2.96)  0.0777
H (-1.77, -0.33, 1.80)  1.7035
H (-0.25, 2.08, -2.69)  0.5179
H (-1.83, 1.33, -2.28)  -0.8176
H (-0.50, 0.30, -2.90)  -0.7434
O (1.93, 2.08, 4.19)  -0.7772
C (2.31, 1.59, 3.08)  -0.4669
O (2.56, 2.26, 2.00)  -0.0377
C (2.53, 3.67, 2.08)  -0.9135
C (1.20, 4.21, 1.64)  0.4076
C (2.51, 0.15, 2.93)  -0.9521
H (3.32, 3.97, 1.39)  0.5237
H (2.82, 4.17, 3.01)  0.4219
H (1.29, 5.30, 1.57)  0.5011
H (0.42, 3.94, 2.35)  -0.2458
H (0.83, 3.82, 0.69)  -0.4965
H (2.76, -0.35, 3.86)  0.1511
H (3.38, 0.05, 2.28)  1.3317
H (1.61, -0.27, 2.49)  0.0977
O (0.18, 0.38, -6.31)  -0.7124
C (0.53, 1.20, -5.44)  -0.9794
O (1.69, 1.82, -5.29)  -0.2075
C (2.69, 1.63, -6.30)  -0.2101
C (3.95, 2.45, -6.09)  -1.1447
C (-0.39, 1.55, -4.27)  0.3412
H (2.26, 1.93, -7.26)  0.4001
H (2.97, 0.58, -6.24)  0.2002
H (4.60, 1.91, -5.40)  0.2296
H (3.74, 3.42, -5.65)  0.2720
H (4.48, 2.55, -7.04)  0.3940
H (-0.80, 0.56, -4.10)  0.5451
H (-1.29, 2.08, -4.59)  1.2056
H (0.11, 1.97, -3.39)  0.4422
O (-0.99, -4.33, -0.47)  -0.5263
C (-0.29, -3.74, -1.25)  0.2278
O (-0.58, -2.45, -1.68)  0.7471
C (-1.74, -1.76, -1.30)  0.7602
C (-2.98, -2.47, -1.87)  -2.0553
C (0.98, -4.33, -1.83)  -0.9816
H (-1.67, -0.75, -1.70)  0.1679
H (-1.84, -1.60, -0.23)  -1.0049
H (-2.91, -2.73, -2.92)  0.3970
H (-3.81, -1.77, -1.72)  0.6229
H (-3.37, -3.31, -1.29)  0.3208
H (1.71, -4.41, -1.01)  0.3824
H (1.36, -3.56, -2.50)  0.2086
H (0.84, -5.30, -2.30)  0.6835


2.
The following is a quantum chemistry calculation of C37H55BCrO3Si4Te as an isolated structure in a non-equilibrium geometry, from the OMol25 dataset.

Charge: -1
Lowest unoccupied orbital energy (spin up / spin down) (Eh): 0.080 / 0.080
Multiplicity: 4
Frontier orbital gap (spin up / spin down) (eV): 6.9 / 6.8
E_HOMO (spin up / spin down) (eV): -4.72 / -4.62
Largest force on an atom (eV/Å): 2.7

Each line ends with the Mulliken charge.
Positions of all 102 atoms, in Å:
Cr (0.56, -10.53, 17.45)  -0.2590
C (0.63, -12.96, 20.96)  -0.8214
Si (-0.87, -12.52, 19.91)  0.8724
C (-1.99, -14.04, 19.73)  -1.1776
C (-1.81, -11.10, 20.75)  -1.0464
C (-0.28, -12.17, 18.17)  -0.8032
H (0.43, -12.65, 22.00)  0.3845
H (1.56, -12.45, 20.69)  -0.2878
H (0.81, -14.05, 20.98)  0.4328
H (-2.38, -14.31, 20.74)  0.3171
H (-1.36, -14.92, 19.42)  0.2230
H (-2.84, -13.94, 19.01)  0.2803
H (-1.19, -10.77, 21.61)  0.3529
H (-2.71, -11.56, 21.23)  0.4790
H (-2.07, -10.21, 20.15)  0.1554
H (-1.07, -12.43, 17.45)  0.4114
H (0.48, -12.94, 17.97)  0.3636
C (7.35, -8.73, 18.77)  -1.0814
Si (5.63, -9.43, 19.15)  0.4053
C (4.31, -8.06, 19.18)  -0.3594
C (5.56, -10.36, 20.81)  -0.8485
C (5.31, -10.68, 17.72)  -0.7017
Te (3.53, -11.93, 17.68)  -0.0929
C (4.08, -13.59, 18.96)  -0.3261
Si (4.44, -15.18, 17.97)  0.4091
C (5.56, -14.80, 16.50)  -0.9297
C (2.77, -15.90, 17.32)  -0.9084
C (5.29, -16.38, 19.20)  -1.0550
H (7.74, -8.20, 19.66)  0.2909
H (7.27, -7.96, 17.97)  0.2829
H (8.13, -9.48, 18.47)  0.2902
H (3.91, -8.09, 20.21)  0.0623
H (3.45, -8.19, 18.51)  -0.1948
H (4.73, -7.04, 19.02)  0.4516
H (5.80, -9.66, 21.63)  0.3498
H (6.27, -11.21, 20.87)  0.2936
H (4.52, -10.75, 20.95)  0.0855
H (6.16, -11.41, 17.53)  0.3510
H (5.17, -10.08, 16.78)  0.2955
H (3.20, -13.82, 19.64)  -0.0582
H (4.98, -13.29, 19.53)  0.3212
H (5.01, -14.55, 15.55)  0.2761
H (6.07, -15.79, 16.29)  0.3049
H (6.32, -14.00, 16.69)  0.2667
H (2.32, -15.18, 16.63)  0.2547
H (2.04, -16.09, 18.15)  0.2398
H (3.00, -16.85, 16.83)  0.3522
H (6.33, -16.06, 19.36)  0.2900
H (5.28, -17.40, 18.73)  0.2903
H (4.81, -16.50, 20.22)  0.2989
C (-0.14, -8.69, 11.65)  -0.5562
C (-0.74, -7.67, 12.39)  -0.7265
C (-1.05, -7.87, 13.74)  0.0760
C (-0.69, -9.04, 14.41)  0.3160
C (-0.01, -10.03, 13.67)  -0.5089
C (0.29, -9.83, 12.32)  -0.5130
Si (-1.26, -9.49, 16.16)  1.0430
C (-2.90, -10.38, 15.96)  0.3749
C (-3.52, -10.95, 17.08)  -0.3874
C (-4.70, -11.68, 16.94)  -0.7059
C (-5.32, -11.80, 15.68)  -0.6325
C (-4.75, -11.15, 14.57)  -0.6094
C (-3.56, -10.43, 14.69)  -0.7392
C (-1.67, -7.79, 16.94)  0.2339
C (-2.89, -7.55, 17.62)  -0.5734
C (-3.13, -6.33, 18.29)  -0.6238
C (-2.22, -5.28, 18.21)  -0.6067
C (-1.05, -5.45, 17.44)  -0.8724
C (-0.80, -6.68, 16.81)  0.1314
H (0.01, -8.57, 10.58)  0.3434
H (-1.07, -6.76, 11.89)  0.3614
H (-1.64, -7.13, 14.27)  0.3941
H (0.33, -10.94, 14.16)  0.1157
H (0.86, -10.61, 11.82)  0.3655
H (-3.01, -10.91, 18.04)  0.5152
H (-5.19, -12.08, 17.82)  0.4127
H (-6.26, -12.34, 15.58)  0.3535
H (-5.24, -11.22, 13.59)  0.3499
H (-3.16, -9.91, 13.83)  0.3396
H (-3.67, -8.29, 17.67)  0.3432
H (-3.99, -6.22, 18.95)  0.3445
H (-2.40, -4.35, 18.73)  0.3833
H (-0.31, -4.66, 17.41)  0.3765
H (0.09, -6.83, 16.20)  0.4180
O (1.23, -9.94, 20.52)  0.5081
B (0.56, -9.54, 19.30)  0.0587
O (-0.13, -8.29, 19.59)  0.6873
C (0.08, -7.98, 20.93)  0.6304
C (-0.50, -6.98, 21.67)  -1.0459
C (-0.29, -7.04, 23.08)  -0.4852
C (0.51, -8.02, 23.65)  -0.6344
C (1.19, -8.99, 22.85)  -0.8785
C (0.95, -8.96, 21.51)  -0.0469
H (-1.12, -6.22, 21.22)  0.5668
H (-0.82, -6.32, 23.69)  0.3562
H (0.71, -8.07, 24.71)  0.3827
H (1.81, -9.76, 23.28)  0.5187
C (2.46, -8.73, 15.76)  -0.6822
O (2.10, -10.07, 16.15)  -0.7582
H (3.53, -8.68, 15.52)  0.2865
H (2.18, -7.97, 16.50)  0.0861
H (1.92, -8.50, 14.82)  0.1294


3.
The following is a quantum chemistry calculation of a 2-piece molecular cluster, C10H22N3O2 overall in a non-equilibrium geometry, from the OMol25 dataset.

Charge: -1
Lowest unoccupied orbital energy (Eh): 0.106
Frontier orbital gap (eV): 4.7
E_HOMO (eV): -1.82
Largest force on an atom (eV/Å): 6.4

Each line ends with the Mulliken charge.
Positions of all 37 atoms, in Å:
C (-2.14, -1.72, 6.13)  -0.2011
C (-1.70, -1.15, 5.02)  -0.3514
C (-0.90, -0.26, 3.89)  0.1519
N (0.47, -0.81, 3.77)  -0.6842
C (1.49, 0.25, 3.56)  -0.4885
N (1.05, 1.39, 2.68)  -0.5679
H (-2.74, -1.90, 7.10)  0.2854
H (-1.44, -0.42, 2.86)  -0.0983
H (-0.96, 0.84, 4.22)  0.0900
H (2.44, -0.24, 3.07)  0.2377
H (1.85, 0.62, 4.61)  0.2369
H (0.60, 2.08, 3.33)  0.2326
H (1.83, 1.87, 2.21)  0.1932
C (1.78, -0.97, -0.19)  -0.4899
O (0.52, -1.45, -0.63)  -0.4011
C (-0.58, -0.65, -0.17)  -0.3514
C (-1.23, 0.09, -1.33)  -0.2090
N (-0.36, 1.14, -1.85)  -0.3145
C (-0.80, 1.70, -3.13)  -0.6840
C (-0.85, 0.76, -4.34)  -0.4718
O (0.43, 0.32, -4.78)  -0.4298
C (0.94, -0.81, -4.09)  -0.5427
H (2.54, -1.72, -0.46)  0.2318
H (2.03, -0.03, -0.69)  0.2614
H (1.79, -0.84, 0.89)  0.1953
H (-0.28, 0.03, 0.63)  0.0320
H (-1.31, -1.35, 0.26)  0.3362
H (-2.17, 0.54, -0.99)  0.3914
H (-1.47, -0.65, -2.10)  0.1607
H (0.58, 0.76, -1.98)  0.0465
H (-0.11, 2.52, -3.36)  0.3705
H (-1.79, 2.16, -2.99)  0.3902
H (-1.27, 1.34, -5.18)  0.3448
H (-1.53, -0.09, -4.19)  0.3462
H (0.15, -1.49, -3.76)  0.2801
H (1.55, -0.49, -3.24)  0.1766
H (1.60, -1.36, -4.77)  0.2941


> largest force on an atom of number 3 (C10H22N3O2)?

6.4 eV/Å


> Look up the largest force on an atom of the first one.

10.4 eV/Å